{"formula": "C5H12O3", "method": "ωB97M-V with the def2-TZVPD basis set", "e_above_lowest_kcal_mol": 135.26, "gap_ev": [8.29, 8.28], "energy_ev": -11516.9007, "species": ["C", "C", "C", "C", "C", "O", "O", "O", "H", "H", "H", "H", "H", "H", "H", "H", "H", "H", "H", "H"], "coordinates": [[-1.203757, 0.162650, 0.376314], [-0.016627, 1.216247, 0.498969], [3.008969, -0.391950, -0.792116], [-1.432437, -0.180524, -1.091478], [-0.899981, -1.066609, 1.217150], [1.183683, 0.656995, 0.153624], [1.756956, -0.832504, -0.815618], [-2.355041, 0.773075, 0.944402], [-2.699576, 1.430064, 0.328153], [-0.278475, 2.070838, -0.142634], [0.002300, 1.523701, 1.550893], [2.821192, 0.645482, -0.244429], [3.676666, -0.920939, -0.095397], [3.420186, -0.185232, -1.790742], [0.012221, -1.546864, 0.870337], [-0.784431, -0.784824, 2.263708], [-0.545556, -0.638510, -1.523373], [-2.268560, -0.875865, -1.176845], [-1.670994, 0.717527, -1.667763], [-1.726737, -1.772756, 1.136846]], "forces_ev_per_a": [[0.4488, 0.3887, 0.0643], [-1.3752, -0.9397, -0.3581], [0.4384, 1.1965, 0.6810], [-0.0349, -0.0125, 0.1575], [-0.0504, 0.1168, -0.1142], [1.2015, -0.2723, -0.3292], [-1.4415, 0.5133, 0.5905], [-0.0885, 0.0251, -0.0462], [0.0408, -0.0598, 0.0204], [0.0733, -0.0347, -0.0078], [0.1016, -0.0996, 0.0099], [0.7422, -0.7269, -0.6611], [-0.0887, -0.1585, -0.2690], [-0.0121, 0.0172, 0.2089], [0.0214, 0.0130, 0.0074], [0.0026, 0.0000, 0.0051], [0.0343, 0.0070, -0.0064], [-0.0044, -0.0057, 0.0155], [0.0132, 0.0174, 0.0194], [-0.0224, 0.0147, 0.0123]]}